No. 1
Below is C13H11F6IN2OsPS as an isolated structure in a non-equilibrium geometry, with properties calculated with the ωB97M-V functional and the def2-TZVPD basis.

CARTESIAN COORDINATES (ANGSTROEM)
Os1 -0.2290 -0.2234 -0.1471
F1 0.0020 -2.7746 0.0517
P1 -1.4839 -3.0866 -0.6770
F2 -1.0181 -1.9342 -1.8092
F3 -2.8887 -3.2192 -1.3887
F4 -0.8057 -4.2200 -1.5541
F5 -2.0492 -1.7786 0.2264
F6 -1.8648 -4.0642 0.5070
I1 -1.3876 1.7496 -1.3305
N1 1.0807 -0.5035 6.9343
C1 0.0358 -0.0623 6.1866
S1 -1.2580 0.6339 7.0570
C2 0.0343 -0.1153 4.7797
C3 1.0941 -0.6835 4.0148
C4 1.0772 -0.6146 2.6535
N2 0.0839 -0.0237 1.9502
C5 -0.9582 0.4860 2.6562
C6 -1.0246 0.4536 4.0152
H1 0.9556 -0.5682 7.9305
H2 1.8346 -1.0232 6.5221
H3 1.9356 -1.1569 4.4953
H4 1.8958 -1.0159 2.0721
H5 -1.7461 0.9707 2.0880
H6 -1.8692 0.8930 4.5237
C7 1.5615 -0.1246 -0.8092
C8 2.0748 -1.1460 -1.5748
C9 1.5749 -1.3467 -2.8980
C10 1.9622 -2.4478 -3.6174
C11 2.8788 -3.3522 -3.0912
C12 3.4291 -3.1373 -1.8315
C13 3.0560 -2.0494 -1.0827
H7 0.8823 -0.6237 -3.3031
H8 1.5401 -2.6310 -4.5930
H9 3.1770 -4.2108 -3.6712
H10 4.1453 -3.8432 -1.4385
H11 3.4755 -1.8712 -0.1053

Properties
* expectation value of S²: 1.22
* maximum force: 0.1289 hartree/bohr
* DFT total energy: -63638.998 eV
* LUMO level (alpha / beta): -2.057 / -2.140 eV
* spin multiplicity: 2
* total charge: 0

Atom charges from the natural (NBO) analysis, given in e for atoms 1 to 8: 0.932, -0.596, 2.601, -0.588, -0.555, -0.561, -0.576, -0.559

No. 2
Below is C8H27BLiNO2 as an isolated structure in a non-equilibrium geometry, with properties calculated with the ωB97M-V functional and the def2-TZVPD basis.

CARTESIAN COORDINATES (ANGSTROEM)
Li1 -18.3054 -7.5606 -33.0939
B1 -19.3808 -5.7305 -32.9906
H1 -20.0138 -4.8575 -32.9527
H2 -19.1256 -6.0069 -31.9793
H3 -19.8321 -6.5886 -33.4641
H4 -18.5006 -5.4981 -33.5697
C1 -15.2937 -7.1081 -36.0383
C2 -16.2734 -6.9935 -34.9041
N1 -17.4277 -7.9086 -34.9272
C3 -17.0114 -9.3081 -35.0538
C4 -15.9998 -9.8281 -34.0384
C5 -18.4274 -7.4957 -35.9563
C6 -19.6733 -8.4301 -35.9672
H5 -15.7268 -6.8196 -36.9960
H6 -14.7697 -8.0636 -36.0651
H7 -14.5686 -6.3179 -35.8439
H8 -15.7518 -7.0985 -33.9528
H9 -16.7727 -6.0345 -34.7657
H10 -17.8861 -9.9362 -34.8852
H11 -16.5778 -9.4603 -36.0422
H12 -16.5023 -9.9077 -33.0744
H13 -15.7492 -10.8554 -34.3027
H14 -15.0848 -9.2387 -33.9798
H15 -17.9895 -7.4413 -36.9529
H16 -18.7983 -6.5211 -35.6388
H17 -19.9601 -8.7261 -34.9581
H18 -19.5612 -9.2879 -36.6303
H19 -20.5369 -7.9558 -36.4333
C7 -20.7127 -8.8657 -32.0003
O1 -19.4018 -9.2415 -32.3905
H20 -21.4130 -9.0505 -32.8149
H21 -20.9712 -9.3976 -31.0846
H22 -20.6855 -7.7919 -31.8149
H23 -19.2444 -10.1431 -32.1010
C8 -16.0408 -8.0962 -30.6387
O2 -16.8587 -7.4456 -31.5967
H24 -14.9984 -7.8079 -30.7742
H25 -16.3594 -7.8353 -29.6294
H26 -16.2563 -9.1632 -30.6955
H27 -16.6925 -6.5166 -31.4209

Properties
* expectation value of S²: 0.75
* maximum force: 0.0857 hartree/bohr
* DFT total energy: -15198.393 eV
* LUMO level (alpha / beta): 2.467 / 2.668 eV
* spin multiplicity: 2
* total charge: -1

Atom charges from the natural (NBO) analysis, given in e for atoms 1 to 8: 0.532, -0.890, 0.004, -0.024, -0.057, -0.043, -0.642, -0.247